(1)
82
Properties=species:S:1:pos:R:3 method="wB97M-V/def2-TZVPD" relative_energy_kcal_mol=78.4 smiles=COCCNCCOC.COCCNCCOC.COCCNCCOC.OCCO e_homo_ev=-8.3 orbital_gap_ev=8.809 total_charge=0
C -1.43693 5.76004 -6.77071
O -1.14791 6.88543 -5.95111
C -0.21174 7.88932 -6.47417
C -0.02911 9.03095 -5.45994
N 0.29586 8.46644 -4.19434
C 1.52910 8.97217 -3.49529
C 2.05296 8.07567 -2.29662
O 2.60714 6.86587 -2.57902
C 3.40313 6.19210 -1.51621
H -2.24602 6.04287 -7.44412
H -1.55487 4.81843 -6.23446
H -0.63849 5.58303 -7.49131
H -0.52636 8.30617 -7.43092
H 0.66623 7.30557 -6.75074
H -0.98668 9.54838 -5.40124
H 0.63867 9.80506 -5.83801
H 0.22125 7.45942 -4.17327
H 1.33229 9.95437 -3.06558
H 2.32588 9.17723 -4.21027
H 1.13266 7.68831 -1.85948
H 2.63104 8.50827 -1.48005
H 3.64519 6.92013 -0.74197
H 4.44905 5.97672 -1.73478
H 2.91709 5.25853 -1.23281
C -1.93980 -4.16288 -3.72167
O -0.77287 -3.77565 -2.99678
C 0.39833 -3.71944 -3.84499
C 1.40637 -3.23663 -2.85289
N 2.66443 -2.80462 -3.39409
C 3.77471 -2.91591 -2.42910
C 3.64257 -2.17158 -1.10955
O 4.88613 -2.16279 -0.41621
C 6.07039 -1.46641 -0.95132
H -2.21969 -3.56295 -4.58759
H -2.76126 -4.25750 -3.01148
H -1.75421 -5.19126 -4.03164
H 0.26766 -3.05436 -4.69863
H 0.69589 -4.72750 -4.13374
H 1.53871 -4.11007 -2.21439
H 1.02166 -2.42282 -2.23825
H 2.46400 -1.81565 -3.43732
H 4.68276 -2.59707 -2.94085
H 3.90371 -3.98917 -2.28922
H 2.99139 -2.63812 -0.37035
H 3.35447 -1.13460 -1.28211
H 6.58620 -2.08456 -1.68611
H 6.89023 -1.25932 -0.26351
H 5.64076 -0.48306 -1.14252
C -0.27557 -9.24257 7.47210
O -1.35190 -8.35406 7.50410
C -1.05094 -7.29385 8.47710
C -2.10728 -6.24963 8.68034
N -1.94213 -5.13919 7.68006
C -2.95376 -4.16589 7.92008
C -2.88659 -3.08881 6.81723
O -1.86089 -2.03621 7.06063
C -1.58449 -1.39154 5.82612
H 0.61913 -8.76890 7.06807
H -0.69111 -10.04186 6.85845
H -0.16251 -9.61544 8.49008
H -0.03650 -6.89813 8.42793
H -0.89611 -7.83925 9.40804
H -2.11114 -5.80412 9.67513
H -3.03921 -6.81477 8.66540
H -1.05208 -4.66255 7.70701
H -2.82592 -3.64844 8.87087
H -3.93698 -4.57181 8.15798
H -3.86611 -2.62455 6.70283
H -2.70832 -3.57389 5.85754
H -1.26657 -0.35338 5.92231
H -2.45498 -1.47459 5.17537
H -0.76271 -1.85265 5.27825
O -4.45951 1.42396 -0.58109
C -3.71524 0.87974 -1.59284
C -2.87360 2.01459 -2.25393
O -1.65686 2.09257 -1.55393
H -5.08477 0.78267 -0.23556
H -3.13880 0.06243 -1.15948
H -4.39545 0.31836 -2.23335
H -3.31403 3.01137 -2.23044
H -2.85118 1.64314 -3.27845
H -1.80790 2.53066 -0.71319

=====

(2)
92
Properties=species:S:1:pos:R:3 method="wB97M-V/def2-TZVPD" smiles="CC[C@H](Br)[C@@H]1[C@H](S(C)(=O)=O)[C@@H]([PH2]=O)COS1(=O)=O.CN(C)P(=O)(N(C)C)N(C)C.CN(C)P(=O)(N(C)C)N(C)C" e_homo_ev=-8.3 orbital_gap_ev=8.372 total_charge=0
C 0.01945 1.78290 -1.59897
C -0.17639 2.11439 -3.09307
C -1.42837 2.89444 -3.44430
Br -1.58246 4.49211 -2.32227
C -2.79445 2.20004 -3.42054
C -3.22846 1.36644 -2.17708
S -2.57123 -0.33409 -1.98836
C -3.84346 -1.58356 -2.18420
O -1.51761 -0.63447 -2.91618
O -2.15343 -0.42294 -0.60952
C -4.77233 1.32592 -2.23179
P -5.50846 2.83848 -1.51765
O -5.19375 3.01520 -0.08664
C -5.30493 1.08176 -3.65888
O -4.36842 0.36589 -4.49942
S -3.13355 1.29355 -4.94076
O -3.65396 2.27906 -5.84542
O -2.04786 0.53757 -5.44884
H 0.92671 2.26336 -1.23644
H -0.79469 2.14375 -0.97623
H 0.16917 0.71503 -1.49469
H 0.65745 2.77043 -3.35459
H -0.04216 1.23835 -3.72525
H -1.30208 3.29150 -4.45075
H -3.52766 3.00315 -3.45779
H -2.98147 1.91838 -1.26699
H -3.45830 -2.27103 -2.93498
H -3.89831 -2.11934 -1.24197
H -4.80350 -1.22854 -2.53397
H -5.16120 0.53202 -1.59322
H -6.89319 2.72930 -1.75692
H -5.05009 3.90021 -2.32438
H -6.20132 0.46814 -3.62624
H -5.56164 2.00750 -4.18274
C 6.01597 -3.34499 -1.15785
N 5.46218 -2.06036 -0.77820
C 6.40282 -1.25847 0.00099
P 3.80946 -1.73139 -0.47125
O 3.73403 -0.27496 -0.75846
N 2.82291 -2.32058 -1.74018
C 3.16240 -3.46435 -2.56331
C 2.11508 -1.32652 -2.54175
N 3.47085 -3.11000 0.49748
C 2.02705 -3.27955 0.80121
C 4.15796 -3.07765 1.81141
H 6.01780 -4.09531 -0.35315
H 7.05226 -3.20308 -1.47029
H 5.51017 -3.77154 -2.01611
H 6.43686 -1.53573 1.06353
H 6.13696 -0.20348 -0.05692
H 7.41148 -1.36251 -0.39992
H 3.93404 -3.22447 -3.30638
H 2.27639 -3.80315 -3.10726
H 3.48658 -4.31235 -1.96011
H 2.77744 -0.84115 -3.26960
H 1.67169 -0.56426 -1.91322
H 1.29659 -1.80137 -3.08755
H 1.61149 -2.41794 1.33357
H 1.89721 -4.16729 1.42145
H 1.45221 -3.43065 -0.10633
H 3.96695 -2.15293 2.36493
H 5.23412 -3.19374 1.69164
H 3.82178 -3.91552 2.42007
C -0.48445 2.15944 5.71000
N -0.94589 2.32790 4.34688
C -2.17440 3.11654 4.26335
P -0.72185 1.21230 3.07684
O -0.84848 2.05332 1.86434
N 0.91160 0.71567 2.97140
C 1.82470 0.67387 4.09386
C 1.60551 1.10287 1.74871
N -1.18108 -0.21456 3.91241
C -0.91256 -1.45858 3.15129
C -2.62241 -0.24344 4.25434
H -1.03155 1.39644 6.28333
H -0.59795 3.10670 6.24048
H 0.57307 1.92494 5.75801
H -3.08064 2.53448 4.47521
H -2.28234 3.54324 3.26710
H -2.13958 3.94506 4.97152
H 2.17384 1.67374 4.38328
H 2.70701 0.08248 3.83007
H 1.37818 0.17885 4.95648
H 1.90376 2.15826 1.76444
H 0.97218 0.93300 0.88447
H 2.50681 0.50175 1.60404
H -1.43877 -1.48078 2.19122
H -1.23499 -2.31460 3.74572
H 0.14943 -1.57699 2.96309
H -3.26519 -0.07318 3.38529
H -2.85825 0.50300 5.01121
H -2.87648 -1.21132 4.68422

=====

(3)
82
Properties=species:S:1:pos:R:3 method="wB97M-V/def2-TZVPD" e_homo_ev=-10.7 orbital_gap_ev=6.786 total_charge=+1
C 1.92087 -0.01828 3.18408
C 1.01011 -1.11463 3.23755
C -0.26834 -2.17547 3.43129
S -1.66819 -1.49579 2.32742
C -2.30069 0.13197 3.09449
N -2.47533 -0.02007 4.59871
H 2.43575 1.04376 3.36339
H -0.61645 -2.14395 4.57102
H 0.04158 -3.24512 3.07026
H -2.72483 -2.42815 2.27232
H -1.50870 0.98719 2.84164
H -3.34736 0.39118 2.62270
H -1.58364 0.29774 5.03848
H -2.69425 -1.02005 4.80262
C 1.96789 -1.51999 -2.36724
C 0.75607 -1.75438 -1.46837
C -0.55139 -2.01674 -2.25158
O -1.14419 -0.84406 -2.81688
C -0.57202 -0.43568 -4.04963
N 0.61505 -0.61521 -0.54970
H 1.97326 -0.52326 -2.81689
H 2.89411 -1.61099 -1.78847
H 2.00705 -2.25929 -3.17384
H 0.96615 -2.65095 -0.87255
H -1.29319 -2.40839 -1.54442
H -0.41582 -2.79076 -3.01607
H -0.25063 -1.28468 -4.65958
H 0.26166 0.24399 -3.86727
H -1.33167 0.12109 -4.60805
H -0.13477 -0.82013 0.11155
H 0.24731 0.17050 -1.09450
C 4.55848 2.86757 -7.01771
C 3.83892 1.54873 -7.29026
C 2.35023 1.56021 -6.87146
O 2.13415 1.43602 -5.46291
C 2.27261 2.64974 -4.74073
N 4.57524 0.45821 -6.63439
H 4.80080 3.00540 -5.96038
H 5.50618 2.90442 -7.56692
H 3.95308 3.71958 -7.34373
H 3.87279 1.38176 -8.37375
H 1.86869 0.68254 -7.32040
H 1.82553 2.43675 -7.26931
H 1.92968 3.51550 -5.31429
H 3.30947 2.78199 -4.42820
H 1.66450 2.57552 -3.83320
H 4.14725 -0.42972 -6.89876
H 4.38728 0.52618 -5.62969
C 2.31264 3.28723 1.03898
C 2.18174 3.90000 2.43138
C 1.65221 5.35298 2.41864
O 2.62346 6.32998 2.03357
C 2.80014 6.45796 0.63135
N 3.47755 3.80430 3.11934
H 3.18569 3.65821 0.49506
H 2.42356 2.19928 1.11104
H 1.42199 3.49038 0.43551
H 1.45505 3.29168 2.98350
H 1.36453 5.61417 3.44468
H 0.74461 5.44673 1.81085
H 1.86792 6.30625 0.07993
H 3.56780 5.76349 0.28689
H 3.16021 7.47143 0.42611
H 3.36100 4.12554 4.08095
H 4.09476 4.50830 2.70364
C -4.02220 -5.83080 4.28938
C -4.84245 -4.90860 5.18835
C -6.34788 -4.88204 4.83527
O -6.66702 -4.10642 3.67652
C -6.46353 -4.78286 2.44573
N -4.25621 -3.56079 5.15224
H -3.83828 -5.40191 3.30049
H -3.04108 -6.02487 4.73755
H -4.52243 -6.79554 4.15611
H -4.75299 -5.29374 6.21140
H -6.87877 -4.40029 5.66582
H -6.76092 -5.89411 4.75131
H -6.68540 -5.85137 2.51767
H -5.44172 -4.62510 2.09753
H -7.13442 -4.34155 1.70138
H -4.74703 -2.97326 5.82707
H -4.50281 -3.14652 4.24839